Record 1
21
Properties=species:S:1:pos:R:3:forces:R:3:mulliken_charge:R:1 method="wB97M-V/def2-TZVPD" e_homo_ev="-22.13 / -22.13" multiplicity=2 largest_force_ev_per_a=5.22 energy_ha=-793.586259 charge=+4 orbital_gap_ev="2.81 / 2.81"
Pb -0.7038 -1.3453 3.9127 0.634 -0.693 -0.080 1.542
Pb -3.5133 0.4694 2.2983 -0.619 0.120 -0.805 1.585
F -1.3411 -0.4845 1.5545 -0.863 0.490 1.918 -0.669
C 0.7617 -2.8379 -1.6406 0.919 -0.170 -0.949 -0.971
C -0.5363 -2.7834 -0.8320 -0.524 0.149 -0.068 -0.033
O -1.0413 -1.4855 -0.9534 -0.234 0.174 0.400 -0.312
H 0.5223 -2.5799 -2.6722 0.100 -0.233 0.001 0.343
H 1.1479 -3.8530 -1.5473 -0.101 -0.211 -0.175 0.356
H 1.5436 -2.1625 -1.2934 -0.257 0.143 0.286 0.305
H -0.3188 -3.0532 0.2014 -0.113 -0.040 0.218 0.211
H -1.2900 -3.4181 -1.2980 0.202 -0.488 -0.117 0.279
H -1.0140 -1.0916 -0.0783 0.213 0.320 -0.021 0.330
C 0.8484 3.5928 -0.2614 0.775 -1.290 0.495 -1.055
C 0.8154 2.2699 0.5333 -2.137 3.767 -2.919 0.033
O -0.4748 2.1171 0.9413 -0.094 -0.282 0.501 -0.202
H 0.9102 4.4542 0.4037 0.374 0.500 0.079 0.376
H -0.0241 3.7583 -0.8933 -0.370 -0.381 0.249 0.373
H 1.7202 3.5654 -0.9151 0.512 0.287 0.183 0.391
H 1.4678 2.2293 1.4056 1.148 0.008 0.881 0.393
H 1.1332 1.4303 -0.0849 0.543 -1.135 -0.152 0.347
H -0.6134 1.2087 1.2192 -0.107 -1.035 0.074 0.379

=====

Record 2
25
Properties=species:S:1:pos:R:3:forces:R:3:mulliken_charge:R:1 method="wB97M-V/def2-TZVPD" e_homo_ev=-3.70 largest_force_ev_per_a=13.73 energy_ha=-633.482467 charge=-1 orbital_gap_ev=6.31
Li -0.0350 0.1218 0.2290 -0.811 0.258 0.438 0.842
Li -1.1699 1.5665 1.3539 3.587 6.525 7.759 0.848
Li 1.1256 -1.4441 -0.6153 8.879 -7.459 -0.552 0.841
O -1.7687 0.7918 0.4956 -6.148 -7.597 -9.645 -0.880
C -1.8678 0.5845 -0.9012 -0.262 0.554 -0.357 -0.378
C -0.8296 -0.3106 -1.8137 -0.418 -0.658 1.784 -0.771
O 0.4467 -0.5632 -1.2780 -7.074 7.219 -9.205 -1.086
H -1.8719 1.5591 -1.3892 0.696 0.665 -0.088 0.345
H -2.8572 0.2924 -1.2533 -0.437 -0.988 0.265 0.314
H -0.8343 0.1416 -2.8055 0.044 0.180 -0.209 0.388
H -1.1525 -1.3498 -1.8764 -1.293 0.156 -0.745 0.416
O 0.3916 1.6623 0.9003 2.225 -0.748 2.845 -0.959
C 1.1821 0.8543 1.7924 0.664 1.659 -1.089 -0.546
C 1.4215 -0.7785 1.6121 -0.613 0.546 -0.609 -0.261
O 0.6114 -1.5396 0.6903 2.231 1.177 9.911 -1.072
H 0.9760 1.0867 2.8372 -0.735 -0.593 0.637 0.357
H 2.1466 1.3558 1.7119 0.971 -0.689 -0.072 0.268
H 1.3501 -1.1338 2.6401 0.062 -0.405 0.070 0.273
H 2.4358 -0.9250 1.2406 0.560 0.340 0.413 0.193
O -1.3956 -2.3014 0.5410 -5.110 -2.556 -0.866 -0.809
H -0.5726 -1.9067 0.8292 1.024 0.365 0.837 0.516
H -1.4300 -2.1252 -0.3992 -0.261 -0.042 0.124 0.227
O 1.4503 1.5161 -1.1957 2.189 2.784 -1.352 -0.661
H 1.2324 2.1402 -1.8879 0.124 0.419 -0.079 0.214
H 1.0149 0.7050 -1.4581 -0.095 -1.112 -0.214 0.384

=====

Record 3
18
Properties=species:S:1:pos:R:3:forces:R:3:mulliken_charge:R:1 method="wB97M-V/def2-TZVPD" e_homo_ev="1.44 / -5.19" relative_energy_ev=0.4098 multiplicity=2 largest_force_ev_per_a=2.19 energy_ha=-269.038549 charge=-1 orbital_gap_ev="2.91 / 9.39"
C 0.4525 -1.1008 0.9382 0.325 0.080 1.141 -3.193
C -0.6368 -0.0566 0.7318 -1.039 -0.754 -1.770 1.224
C -1.9588 -0.7640 0.3344 -0.039 0.308 1.158 -3.300
N -0.3740 0.8370 -0.4298 -0.156 -0.723 -0.018 -0.585
C 0.9260 1.4886 -0.4735 -0.066 -0.190 -0.507 -1.182
N 1.9021 0.9417 -1.4167 -0.200 -0.235 -0.307 -0.758
H 1.4394 -0.7047 0.7252 0.265 0.057 -0.064 0.460
H 0.5420 -1.4373 1.9845 -0.214 -0.009 -0.133 0.988
H 0.3128 -1.9914 0.3246 -0.110 0.135 -0.189 0.409
H -0.9056 0.5765 1.5687 0.546 0.068 0.435 0.615
H -2.4439 -1.2353 1.1967 0.135 0.027 0.098 0.844
H -2.6492 0.0047 -0.0169 -0.083 -0.179 -0.320 0.205
H -1.8047 -1.5753 -0.3683 0.065 0.167 -0.466 0.919
H -0.4287 0.2223 -1.2432 -0.134 0.265 0.059 0.433
H 0.7373 2.5082 -0.8207 0.376 0.181 0.532 0.409
H 1.3600 1.4109 0.5195 0.103 0.618 0.135 0.440
H 1.4666 0.9193 -2.3397 0.130 0.164 0.041 0.586
H 2.0630 -0.0438 -1.2148 0.095 0.020 0.177 0.485

=====

Record 4
18
Properties=species:S:1:pos:R:3:forces:R:3:mulliken_charge:R:1 method="wB97M-V/def2-TZVPD" e_homo_ev="-2.55 / -1.63" relative_energy_ev=2.4722 multiplicity=2 largest_force_ev_per_a=2.38 energy_ha=-268.962755 charge=-1 orbital_gap_ev="6.81 / 5.03"
C -1.5079 1.7466 0.1610 -0.283 0.477 0.108 -1.476
C -0.3142 0.8342 -0.0586 0.482 -0.669 0.141 0.722
C -0.6434 -0.6394 0.2637 -0.130 0.419 0.611 -1.257
C 0.5741 -1.3881 0.8153 0.871 0.165 -2.207 -0.220
N 1.4788 -1.6928 -0.2785 -0.272 0.435 0.040 -0.967
N 0.2858 0.8710 -1.4019 -0.561 0.354 -0.192 -0.975
H -1.2520 2.7748 0.4290 0.359 0.093 -0.197 0.342
H -2.0720 1.3940 1.0227 -0.125 -0.141 0.048 0.318
H -2.1874 1.8230 -0.6882 0.044 -0.299 -0.186 0.344
H 0.4478 1.0880 0.6810 -0.033 0.310 0.204 0.250
H -1.4218 -0.6486 1.0349 -0.192 -0.112 -0.244 0.415
H -0.9775 -1.1110 -0.6582 -0.240 -0.294 -0.004 0.461
H 0.2358 -2.2356 1.4181 0.206 -0.027 0.449 0.197
H 0.4231 -0.0638 2.7550 0.160 0.171 0.126 0.199
H 1.1432 -0.6257 1.4139 -0.491 -0.251 1.106 -0.136
H 2.4457 -1.5889 0.0303 -0.099 -0.476 0.164 0.098
H 0.9451 1.6406 -1.4781 -0.035 -0.131 0.046 0.233
H 0.8129 -0.0034 -1.4602 0.338 -0.024 -0.013 0.450

=====

Record 5
18
Properties=species:S:1:pos:R:3:forces:R:3:mulliken_charge:R:1 method="wB97M-V/def2-TZVPD" e_homo_ev="-0.86 / -0.82" relative_energy_ev=3.6160 multiplicity=2 largest_force_ev_per_a=3.54 energy_ha=-268.920722 charge=-1 orbital_gap_ev="4.56 / 3.42"
C -2.4670 -0.1190 -1.2397 -1.158 0.339 0.633 -0.561
C 2.6414 -0.8749 0.0370 0.464 0.830 -0.584 -0.870
C 2.1908 0.4993 0.0538 -2.794 1.907 1.055 -0.220
C -0.1711 0.0931 0.9377 -0.314 -0.238 -1.152 -0.779
N 1.1400 0.6072 1.3680 1.723 -1.338 -1.586 -0.566
N -2.9610 0.2362 0.0689 0.134 -0.572 0.516 -0.878
H -1.5928 0.5001 -1.5792 -0.141 -0.313 -0.459 0.126
H -2.1862 -1.1901 -1.2839 0.240 0.266 0.176 0.151
H 3.1180 -1.2375 0.9273 0.303 -0.506 0.004 0.378
H 2.4741 -1.4524 -0.8529 0.038 -0.511 0.135 0.334
H 1.5869 0.8102 -0.8139 0.256 -0.429 0.113 0.222
H 2.8186 1.3670 0.2720 0.661 -0.590 0.063 0.252
H -0.9681 -0.0593 1.6713 0.615 0.133 0.409 0.451
H -0.6633 0.7555 0.2423 0.032 0.415 -0.075 0.150
H -0.0440 -0.8471 0.3742 -0.264 0.055 0.221 0.205
H 1.5732 -0.2638 1.6723 -0.337 0.365 1.624 0.301
H -3.1785 1.2333 0.1043 0.031 -0.009 -0.326 0.019
H -3.3108 -0.0578 -1.9596 0.512 0.196 -0.764 0.286

=====

Record 6
18
Properties=species:S:1:pos:R:3:forces:R:3:mulliken_charge:R:1 method="wB97M-V/def2-TZVPD" smiles=NCCCCN e_homo_ev=-8.58 relative_energy_ev=2.4182 largest_force_ev_per_a=4.64 energy_ha=-269.027477 orbital_gap_ev=9.68
N 0.0614 1.6087 1.2643 2.149 0.488 0.007 -0.523
C -0.9180 0.6312 1.5854 -0.855 -0.628 -0.335 -0.539
C -1.3501 -0.2783 0.4079 -0.229 0.302 -1.299 -0.564
C -0.1734 -0.9339 -0.4807 -4.453 -1.277 -0.195 -0.807
C 0.7288 -0.1461 -1.3997 0.787 2.719 3.317 0.027
N 2.0230 -0.8831 -1.6045 1.544 3.637 -0.291 -0.599
H -0.3438 2.4527 0.9889 -0.253 1.428 -0.740 0.219
H 0.9535 1.4000 0.7418 -2.018 0.030 1.279 0.261
H -1.8443 1.1140 2.0110 0.968 -0.148 -0.497 0.339
H -0.5000 0.0999 2.4360 -0.210 -0.913 -0.053 0.279
H -2.0172 0.2098 -0.3623 0.614 0.358 1.027 0.304
H -2.0527 -1.0452 0.8157 0.916 0.003 -0.324 0.320
H 0.2530 -1.5875 0.2358 1.400 -0.695 0.269 0.361
H -0.8448 -1.5953 -1.1656 1.379 0.538 1.025 0.240
H 0.9330 0.9077 -0.7406 -0.016 -2.900 -2.491 -0.044
H 0.0616 0.2624 -2.2224 1.565 -0.976 0.078 0.242
H 2.1496 -1.8248 -1.3469 -0.984 -1.210 0.382 0.250
H 2.8804 -0.3923 -1.1643 -2.302 -0.757 -1.158 0.235

=====

Record 7
18
Properties=species:S:1:pos:R:3:forces:R:3:mulliken_charge:R:1 method="wB97M-V/def2-TZVPD" e_homo_ev=-7.77 relative_energy_ev=6.1132 largest_force_ev_per_a=1.94 energy_ha=-268.891689 orbital_gap_ev=5.29
C 3.2358 -0.8267 -0.5559 0.455 -0.888 0.169 -0.810
N 2.1509 -0.2322 0.1455 0.163 0.653 0.078 -0.354
C 1.0211 -0.1282 -0.6006 0.976 -0.283 -0.821 -0.365
C -0.1973 0.0054 0.3591 -1.608 -0.427 0.997 -0.397
N -1.3416 -0.0423 -0.3870 0.132 -0.305 -0.363 -0.495
C -4.0980 1.0491 0.9872 0.440 0.107 -0.115 -0.844
H 3.5315 -0.2567 -1.4460 -0.176 0.261 0.002 0.300
H 3.0147 -1.8304 -0.9463 -0.184 -0.095 0.041 0.333
H 4.1103 -0.9176 0.0841 -0.004 0.018 0.092 0.308
H 1.0122 0.7447 -1.2722 -0.404 0.259 0.307 0.268
H 0.8902 -1.0303 -1.2436 -0.129 0.321 -0.404 0.383
H -4.6355 1.1906 0.0500 -0.196 -0.016 0.180 0.235
H -0.2479 -0.8625 1.0244 0.449 0.116 0.236 0.300
H -0.0259 0.8855 1.0083 0.389 0.195 -0.431 0.266
H -1.3067 0.6406 -1.1484 0.092 0.115 0.028 0.217
H -3.7359 2.0116 1.3507 -0.149 -0.001 0.026 0.233
H -4.6936 0.5598 1.7498 -0.251 0.047 -0.025 0.267
H -3.2308 0.4296 0.7714 0.007 -0.076 0.001 0.156

=====

Record 8
18
Properties=species:S:1:pos:R:3:forces:R:3:mulliken_charge:R:1 method="wB97M-V/def2-TZVPD" smiles=CCCNCN e_homo_ev=-8.68 relative_energy_ev=1.1583 largest_force_ev_per_a=3.46 energy_ha=-269.073780 orbital_gap_ev=9.88
C 2.4634 -0.2928 0.2624 0.413 -0.715 1.169 -1.239
C 1.3313 -1.2478 0.5534 -0.803 -0.661 3.302 -0.318
C 0.0067 -0.5378 0.7914 -0.272 2.339 -0.270 -0.846
N -0.4874 0.1151 -0.4729 1.105 0.484 1.006 -0.368
C -1.6955 0.9347 -0.3687 0.437 -0.535 1.652 -0.395
N -2.3579 1.1671 -1.6331 1.068 -1.717 0.687 -0.551
H 2.4222 0.5502 0.9763 0.028 -0.514 -0.079 0.286
H 2.4311 0.1494 -0.6729 -0.136 0.706 -2.050 0.383
H 3.4132 -0.8165 0.3789 0.105 0.201 -0.022 0.351
H 1.0938 -2.2057 0.0234 0.949 1.028 -0.304 0.352
H 1.5760 -1.5921 1.6327 -0.346 -0.021 -1.547 0.208
H 0.0511 0.1983 1.6529 0.293 -0.442 -1.139 0.432
H -0.7256 -1.2339 1.1079 -0.917 -1.066 0.475 0.468
H -0.6409 -0.6955 -1.0064 -0.707 -0.821 -1.529 0.221
H -2.3881 0.4049 0.3487 -0.011 0.646 -0.758 0.352
H -1.3508 1.8539 0.1516 -0.317 -0.207 -0.211 0.246
H -3.2690 1.4807 -1.4766 -1.508 0.577 0.092 0.214
H -1.8736 1.7680 -2.2491 0.619 0.719 -0.474 0.206

=====

Record 9
18
Properties=species:S:1:pos:R:3:forces:R:3:mulliken_charge:R:1 method="wB97M-V/def2-TZVPD" smiles="[H]/N=C/N.CCC" e_homo_ev=-10.00 relative_energy_ev=0.9917 largest_force_ev_per_a=2.22 energy_ha=-269.079902 orbital_gap_ev=11.05
H -2.0912 -3.3550 1.6786 0.146 0.061 -0.030 0.244
N -2.1833 -2.9695 0.7408 -0.244 -0.732 0.134 -0.640
C -2.4774 -1.7476 0.7775 -0.194 0.034 -0.267 0.053
N -2.8230 -1.0709 -0.4207 0.071 -0.161 1.223 -0.572
H -2.5374 -1.2036 1.7211 0.044 0.428 -0.213 0.371
H -2.0359 -0.4933 -0.6850 -0.247 0.212 -0.446 0.251
H -3.0480 -1.7963 -1.0889 0.423 0.171 -0.398 0.300
C 0.6588 0.8638 0.6364 1.931 -0.641 0.897 -0.819
C 1.7897 1.6923 0.0123 -0.206 0.350 -0.810 -0.298
C 2.2151 1.1074 -1.3564 -0.520 -0.306 0.360 -0.958
H 0.1971 1.3439 1.4849 -0.794 0.478 -0.218 0.392
H 1.1766 0.0436 1.1565 -0.238 -0.311 -0.361 0.310
H 0.0278 0.4040 -0.1141 -0.500 0.336 0.096 -0.043
H 2.6708 1.7223 0.6527 -0.143 -0.086 0.233 0.284
H 1.5024 2.7389 -0.1073 -0.178 -0.042 -0.064 0.285
H 2.2137 1.8058 -2.1889 0.051 0.153 0.094 0.281
H 3.1752 0.6435 -1.2752 0.843 -0.059 -0.097 0.290
H 1.5689 0.2705 -1.6244 -0.245 0.116 -0.132 0.271

=====

Record 10
18
Properties=species:S:1:pos:R:3:forces:R:3:mulliken_charge:R:1 method="wB97M-V/def2-TZVPD" e_homo_ev=-9.51 relative_energy_ev=4.0760 largest_force_ev_per_a=6.44 energy_ha=-268.966556 orbital_gap_ev=10.39
C -1.5893 -0.8194 0.8298 0.462 2.138 6.060 -1.324
C -1.8464 1.6461 0.0275 1.721 -0.320 2.079 -1.201
C 3.1719 0.5720 0.1346 -1.707 -0.501 0.345 -0.209
C -1.0952 0.3646 0.2064 -2.004 1.237 -1.631 0.887
N 3.0566 0.3691 1.3755 -0.303 -1.168 0.805 -0.490
N -0.1129 0.4009 -0.5184 4.732 -0.344 -2.303 -0.600
H -2.6326 -0.8844 0.9049 -1.435 -0.306 -0.056 0.339
H -1.0938 -1.6476 0.5511 1.345 -3.016 -1.355 0.437
H -1.1847 -0.6805 2.0002 -1.305 -0.445 -2.516 0.236
H -2.3891 1.8048 0.9164 -1.431 0.951 0.540 0.365
H -2.2714 1.6635 -0.9113 -2.024 -0.311 -1.622 0.321
H -1.0540 2.3551 -0.1342 0.173 0.691 0.602 0.356
H 2.8908 -0.0038 -0.7706 0.400 -0.500 0.777 0.234
H 0.0462 -3.1168 -3.1369 -0.974 1.342 1.492 0.210
H 3.2385 1.5993 -0.0414 0.988 1.672 -0.918 0.238
H -0.3128 -2.6226 -2.5920 0.972 -1.332 -1.487 -0.207
H 2.7275 -0.5541 1.7379 0.629 0.508 -0.994 0.221
H 0.4507 -0.4462 -0.5796 -0.239 -0.297 0.181 0.187

=====

Record 11
18
Properties=species:S:1:pos:R:3:forces:R:3:mulliken_charge:R:1 method="wB97M-V/def2-TZVPD" smiles=NCCCCN e_homo_ev=-9.12 relative_energy_ev=1.0316 largest_force_ev_per_a=2.30 energy_ha=-269.078435 orbital_gap_ev=10.28
N -2.0166 0.8027 -1.0802 -0.227 0.786 0.159 -0.640
C -1.3107 -0.4125 -0.6792 -0.582 -0.380 -0.532 -0.486
C 0.1062 -0.5461 -1.2455 0.505 2.084 -0.179 -0.464
C 1.1302 0.1224 -0.3075 0.050 -1.293 0.252 -0.787
C 1.2557 -0.5307 1.0913 -0.887 2.115 0.165 -0.456
N 0.9248 0.4749 2.1295 0.641 0.027 -0.105 -0.628
H -1.7752 1.5964 -0.5116 0.098 0.074 0.444 0.238
H -1.8722 1.1560 -2.0201 0.152 -0.735 -0.149 0.235
H -1.3636 -0.4303 0.4104 0.398 0.018 0.084 0.307
H -1.9664 -1.2283 -0.9521 0.052 -0.484 -0.349 0.261
H 0.5169 -1.4422 -1.7097 -0.589 -0.654 0.738 0.375
H 0.1167 0.1388 -2.1034 -0.170 -0.153 -0.196 0.257
H 0.9659 1.1956 -0.2269 -0.117 0.014 0.118 0.431
H 2.0927 -0.0327 -0.7535 0.624 0.355 -0.517 0.301
H 0.5382 -1.3403 1.1968 0.580 -0.799 -0.251 0.322
H 2.3117 -0.7168 1.2485 -0.103 -0.949 0.154 0.317
H 0.0146 0.8898 2.0050 -0.215 -0.144 0.031 0.212
H 0.9935 0.0517 3.0438 -0.212 0.120 0.135 0.203

=====

Record 12
18
Properties=species:S:1:pos:R:3:forces:R:3:mulliken_charge:R:1 method="wB97M-V/def2-TZVPD" smiles=CNC[C@H](C)N e_homo_ev=-8.59 relative_energy_ev=0.6198 largest_force_ev_per_a=1.62 energy_ha=-269.093569 orbital_gap_ev=9.73
C 0.7597 0.7164 -2.4381 -1.600 -0.038 0.271 -0.886
N -0.3359 0.1742 -1.6020 0.222 0.687 0.124 -0.355
C 0.1442 -0.5576 -0.4267 -0.125 0.656 0.055 -0.967
C -0.2196 0.1220 0.8923 0.516 -0.748 -0.044 0.498
C 0.4322 -0.6377 2.0577 -0.337 0.936 0.164 -1.492
N -1.6628 0.2028 0.9947 0.161 0.572 -0.320 -0.576
H 0.3137 1.4646 -3.0931 0.096 0.093 -0.055 0.348
H 1.0886 -0.0856 -3.0847 0.698 -0.080 0.029 0.275
H 1.5262 1.2042 -1.8370 0.462 -0.173 -0.137 0.338
H -0.9108 0.9525 -1.2663 0.142 -0.426 -0.169 0.287
H 1.2340 -0.6292 -0.4430 0.014 -0.267 -0.171 0.364
H -0.2955 -1.5512 -0.4135 0.104 -0.427 -0.007 0.352
H 0.2121 1.1268 0.8643 -0.168 0.167 0.035 0.234
H 0.2021 -0.1253 2.9920 -0.136 0.071 0.119 0.389
H 0.0176 -1.6323 2.1504 0.191 -0.431 -0.142 0.317
H 1.5143 -0.6089 1.9879 0.215 -0.404 -0.156 0.395
H -2.1003 -0.6787 0.7573 -0.065 0.038 0.336 0.233
H -1.9200 0.5431 1.9079 -0.390 -0.223 0.069 0.246

=====

Copy entry 7 word for word.
18
Properties=species:S:1:pos:R:3:forces:R:3:mulliken_charge:R:1 method="wB97M-V/def2-TZVPD" e_homo_ev=-7.77 relative_energy_ev=6.1132 largest_force_ev_per_a=1.94 energy_ha=-268.891689 orbital_gap_ev=5.29
C 3.2358 -0.8267 -0.5559 0.455 -0.888 0.169 -0.810
N 2.1509 -0.2322 0.1455 0.163 0.653 0.078 -0.354
C 1.0211 -0.1282 -0.6006 0.976 -0.283 -0.821 -0.365
C -0.1973 0.0054 0.3591 -1.608 -0.427 0.997 -0.397
N -1.3416 -0.0423 -0.3870 0.132 -0.305 -0.363 -0.495
C -4.0980 1.0491 0.9872 0.440 0.107 -0.115 -0.844
H 3.5315 -0.2567 -1.4460 -0.176 0.261 0.002 0.300
H 3.0147 -1.8304 -0.9463 -0.184 -0.095 0.041 0.333
H 4.1103 -0.9176 0.0841 -0.004 0.018 0.092 0.308
H 1.0122 0.7447 -1.2722 -0.404 0.259 0.307 0.268
H 0.8902 -1.0303 -1.2436 -0.129 0.321 -0.404 0.383
H -4.6355 1.1906 0.0500 -0.196 -0.016 0.180 0.235
H -0.2479 -0.8625 1.0244 0.449 0.116 0.236 0.300
H -0.0259 0.8855 1.0083 0.389 0.195 -0.431 0.266
H -1.3067 0.6406 -1.1484 0.092 0.115 0.028 0.217
H -3.7359 2.0116 1.3507 -0.149 -0.001 0.026 0.233
H -4.6936 0.5598 1.7498 -0.251 0.047 -0.025 0.267
H -3.2308 0.4296 0.7714 0.007 -0.076 0.001 0.156